The ion C6H8N5O with charge +1, computed with ωB97M-V/def2-TZVPD.

Element x y z (Å)
N (0.9560, -0.9692, 1.0632)
H (-2.9759, 1.6915, 1.4849)
H (3.3809, 0.6405, -1.4332)
C (2.0133, -0.6766, 0.3407)
C (0.8578, -1.8017, 1.9951)
H (-3.7327, -0.1477, -2.0791)
N (-3.6583, 1.0497, -0.3742)
O (-2.2917, -0.5408, -0.7448)
H (1.8195, -2.2350, 2.1091)
C (-2.9023, 1.0414, 0.6912)
C (2.4593, 1.1067, -1.3461)
H (0.0207, -2.0813, 2.5116)
H (2.9820, -1.2836, 0.0849)
C (-1.7771, 0.0915, 0.4667)
N (0.3187, 0.5030, -0.5044)
H (2.5369, 2.1029, -0.8008)
C (-3.2989, 0.0984, -1.1198)
H (1.9809, 1.2486, -2.2422)
N (1.5475, 0.2366, -0.5902)
N (-0.2368, -0.0751, 0.4873)

## Properties
net charge = +1
⟨S²⟩ = 2.02
Kohn-Sham gap (alpha / beta) = 6.46 / 7.14 eV
spin multiplicity = 3

***

The ion C6H8NO with charge +1, computed with ωB97M-V/def2-TZVPD.

Element x y z (Å)
H (0.0502, -1.3511, -0.5955)
C (1.0130, 0.3326, -0.1238)
H (2.9458, -1.9076, 0.6165)
N (-1.5628, 0.1800, -0.3561)
C (2.2733, 0.8671, -0.0208)
H (-0.2576, 1.5087, -1.2185)
H (-3.5227, 0.6015, -0.3046)
H (1.7333, -3.0668, -0.1449)
C (1.9713, -2.0920, 0.0877)
C (1.1112, -1.1468, -0.2633)
H (-0.3444, 1.7093, 0.5163)
H (-2.9988, -0.2838, 0.8704)
O (3.1999, 1.5329, -0.0141)
C (-0.4681, 0.9283, -0.2422)
H (-2.5120, 1.5920, 0.8506)
C (-2.6316, 0.5958, 0.3424)

## Properties
net charge = +1
Kohn-Sham gap (alpha / beta) = 8.60 / 5.90 eV
spin multiplicity = 1

***

The ion C6H8NO with charge +1, computed with ωB97M-V/def2-TZVPD.

Element x y z (Å)
H (2.0211, 1.9587, 1.0894)
C (-0.2484, 0.6708, -1.1528)
C (0.6025, 0.3532, 1.8479)
H (-2.0647, -2.2568, 0.2658)
C (-0.1317, -0.6850, 1.4034)
C (0.9738, 1.1808, -0.4230)
H (0.4070, -0.2340, -2.9138)
H (-1.7904, -1.5411, -1.4385)
H (1.0135, 0.2361, 2.8475)
C (1.2287, 1.2609, 0.8593)
N (-0.5489, -0.8114, 0.1340)
H (-0.3435, -1.4560, 2.1472)
H (-1.1082, 1.1852, -0.8748)
O (-0.3445, 0.1646, -2.3371)
H (1.7944, 1.5622, -1.1288)
C (-1.4607, -1.5881, -0.3256)

## Properties
net charge = +1
SMILES = C=[N+]=C/C=C\C=C\O
Kohn-Sham gap = 8.51 eV
spin multiplicity = 1

***

The ion C6H8NO with charge +1, computed with ωB97M-V/def2-TZVPD.

Element x y z (Å)
H (-1.9743, -0.7383, -0.2168)
H (1.0827, -2.3544, -0.5033)
C (-0.2335, 1.9251, -0.3492)
O (-0.3484, -1.7397, 0.8288)
H (1.4541, -1.9035, 1.9567)
C (0.0516, 3.0961, -0.3740)
C (0.3948, -0.3671, -1.0738)
H (0.4177, 4.0492, -0.0891)
H (1.3318, -0.0258, -1.6065)
H (-0.0812, -0.9223, -1.9746)
H (-2.2309, 1.0298, 0.5827)
C (0.7133, -1.4928, -0.0676)
C (0.8179, -1.2487, 1.4492)
H (0.8052, -0.2117, 1.8305)
C (-1.6485, 0.2586, 0.0579)
N (-0.5522, 0.6453, -0.4511)

## Properties
net charge = +1
SMILES = C#C[N+](=C)C[C@H]1CO1
Kohn-Sham gap = 9.45 eV
spin multiplicity = 1

***

The ion C6H8NO2 with charge +1, computed with ωB97M-V/def2-TZVPD.

Element x y z (Å)
N (0.5915, -0.9940, -1.1179)
C (-1.0594, -0.4035, 0.5864)
H (-3.4578, 1.8931, 2.2384)
O (-0.4670, -1.1684, 1.5721)
C (0.7259, -0.6496, 2.0333)
H (1.1789, 1.3425, 1.3244)
H (1.6497, -0.9937, -1.0679)
C (-2.0699, 0.6023, 1.0779)
C (1.2239, 0.3535, 0.9092)
H (0.1577, -1.9202, -0.7763)
C (-2.8589, 1.3766, 1.5798)
H (0.3055, -0.9937, -2.1089)
H (2.2319, 0.1589, 0.7414)
H (-1.5561, -0.9832, -0.1251)
C (0.1307, 0.1485, -0.1820)
O (1.3754, -1.0653, 2.9507)
H (0.0944, 1.0486, -0.8481)

## Properties
net charge = +1
SMILES = C#C[C@@H]1OC(=O)C[C@H]1[NH3+]
Kohn-Sham gap = 10.33 eV
spin multiplicity = 1

***

A structure of composition C6H8NP, computed with ωB97M-V/def2-TZVPD.

Element x y z (Å)
C (-3.0895, -0.3726, -0.0308)
C (1.0717, 0.8165, -0.0315)
H (1.3433, 1.8743, -0.2529)
C (1.6889, -0.1420, -0.9559)
C (-2.9728, 0.9258, 0.2038)
N (-1.6909, 1.4353, 0.1396)
H (-3.6751, 1.5568, 0.7044)
P (-1.5083, -1.1228, -0.4146)
H (2.6568, 0.0870, -1.2786)
C (1.8860, -0.2332, 0.6105)
C (-0.8232, 0.5373, 0.0126)
H (-1.3341, -1.5757, 0.8168)
H (2.9491, 0.0403, 0.8798)
H (1.4329, -0.9659, 1.3236)
H (-3.8668, -1.0531, 0.1940)
H (1.1679, -0.9623, -1.4750)

## Properties
net charge = 0
Kohn-Sham gap = 9.81 eV
spin multiplicity = 1

***

A structure of composition C6H8O2, computed with ωB97M-V/def2-TZVPD.

Element x y z (Å)
H (1.0157, -0.4856, 1.4393)
C (-1.1163, 0.4883, -0.3871)
H (0.3089, -1.7296, -1.3612)
H (-1.1684, 0.5216, -1.4632)
O (-2.2524, -0.2083, -0.0675)
H (0.8639, 0.6740, -1.4734)
C (0.2331, -1.6804, -0.2209)
O (2.2517, 0.1279, -0.1060)
H (-0.2304, 1.7058, 1.4296)
H (-0.7531, -0.5692, 1.3747)
C (0.9839, 0.7443, -0.3394)
H (-0.5085, 2.6399, -0.1007)
H (0.3950, -2.6767, 0.3783)
C (-0.1776, 1.6705, 0.2515)
C (-0.9332, -0.6882, 0.3182)
C (1.0878, -0.5346, 0.3278)

## Properties
net charge = 0
Kohn-Sham gap = 10.70 eV
spin multiplicity = 1

***

A cluster of 2 separate species, C6H8O2 in total, computed with ωB97M-V/def2-TZVPD.

Element x y z (Å)
H (0.7090, 2.3798, -0.1971)
H (-2.8578, -1.5113, -0.7315)
C (-1.3098, -1.4315, 0.7140)
C (1.0450, 1.1777, -0.0969)
C (-1.8301, -1.2258, -0.4367)
H (2.7807, 0.4248, -0.2439)
H (-2.2397, -1.8685, 1.4592)
C (-0.3851, 0.4878, -0.1989)
H (0.9930, -1.2035, 0.4764)
O (1.8744, 0.9258, -1.0515)
C (0.0404, -0.5795, 0.8481)
O (-1.0988, -0.2824, -1.1193)
H (-1.0522, 1.2399, 0.1469)
C (1.1629, 0.5468, 1.2781)
H (2.1183, 0.0935, 1.5997)
H (1.0039, 1.4458, 2.2106)

## Properties
net charge = 0
Kohn-Sham gap = 8.88 eV
spin multiplicity = 1

***

Number 1: total energy -15833.1372 eV. Number 2: total energy -9876.1260 eV. Number 3: total energy -9879.1694 eV. Number 4: total energy -9877.1193 eV. Number 5: total energy -11927.0039 eV. Number 6: total energy -17126.2409 eV. Number 7: total energy -10439.5081 eV. Number 8: total energy -10437.8954 eV.